# 1
Density functional theory data (wB97M-V/def2-TZVPD) for 2 unconnected molecules or ions with the total composition C22H31F3NO2Si2.

```
61
Properties=species:S:1:pos:R:3:nbo_charge:R:1
C -0.6194 -0.7997 3.2794 -0.41
C -1.8440 3.4908 0.6043 -1.15
H -0.1383 -2.3634 1.2920 0.23
H -2.1078 4.3637 3.8014 0.25
H 1.7079 0.7506 4.2822 0.25
H 2.7754 3.4214 0.3021 0.25
H 3.5906 1.8786 0.5473 0.24
H 3.3022 1.5280 4.2242 0.24
C -3.5602 1.1895 1.7719 -1.15
H 0.5302 -3.6190 -4.9505 0.25
H 0.9667 -1.1519 0.5842 0.21
C 1.6400 -3.1561 -3.1027 -0.16
H -3.2790 0.5644 0.9122 0.24
H -1.3291 2.8535 -0.1311 0.25
H -3.9899 -0.2201 -3.9434 0.28
C -2.5532 -1.8369 -4.1880 0.41
C -2.8526 3.6005 3.5510 -1.16
C -1.3491 -2.4144 -3.8144 -0.20
H 0.4690 3.4089 4.0134 0.25
C 2.5159 1.0640 3.6069 -1.16
H 1.2756 -1.5600 -1.7296 0.24
C 3.1822 2.7528 1.0721 -1.14
H -0.5225 -1.8754 3.4334 0.20
H 1.9300 4.3369 3.6237 0.24
H -0.3013 0.1195 -1.7376 0.27
N -0.4710 0.9781 1.5784 0.06
H 0.5380 4.3754 2.5144 0.24
C -0.9390 -0.4525 -2.4128 -0.17
C 2.8708 -3.4427 -2.4409 -0.08
H -1.1959 4.3528 0.8183 0.24
F 1.7819 -5.7843 -5.6744 -0.30
C -3.0272 -0.6329 -3.6612 -0.21
H -4.5345 1.6486 1.5396 0.24
C 2.1516 -4.9862 -4.6133 0.39
H 4.0298 3.2756 1.5374 0.25
H 2.9416 0.1625 3.1453 0.24
C 3.3220 -5.3010 -3.9275 -0.14
C 1.1190 3.7299 3.1857 -1.15
H -3.7865 4.1054 3.2649 0.25
C -0.4647 -1.6985 -2.9476 -0.14
Si 1.8859 2.2614 2.3192 1.88
H -3.0497 2.9934 4.4436 0.25
H -0.7491 -1.2335 0.0661 0.20
O 0.8170 1.3836 1.2734 -0.73
O -0.8849 1.7047 2.7463 -0.74
H -0.8000 -0.1373 4.1198 0.23
H -3.7107 0.5316 2.6396 0.25
H 3.9439 -6.1390 -4.2296 0.26
C 3.6848 -4.4823 -2.8518 -0.21
C 1.3493 -3.8946 -4.2932 -0.18
C 0.8247 -2.1287 -2.5460 0.16
C -0.0665 -1.3345 0.9152 -0.65
H -2.7594 3.8767 0.1273 0.24
Si -2.3102 2.5261 2.1438 1.90
H -1.1031 -3.4140 -4.1617 0.25
H 3.1605 -2.8088 -1.6028 0.24
C -0.4463 -0.3824 2.0050 0.14
C -2.2002 0.0039 -2.7357 0.40
H 4.6287 -4.6616 -2.3337 0.25
F -2.6641 1.1539 -2.1183 -0.30
F -3.3261 -2.4752 -5.1373 -0.30
```

E_LUMO ... -6.560 eV
Frontier orbital gap ... 4.30 eV
Net charge ... +1



# 2
Density functional theory data (wB97M-V/def2-TZVPD) for a molecular structure, C22H31F5N2OsSSi2.

```
64
Properties=species:S:1:pos:R:3:mulliken_spin:R:1
H 1.3376 5.4196 -0.3959 0.00
Si 2.0446 3.0096 -0.3437 0.01
C 1.0712 -3.4908 -1.1338 0.00
H 2.0723 5.0115 1.1626 0.00
H 3.6429 2.3999 1.4411 0.00
H -3.1786 0.7551 -3.2937 0.00
F 0.0478 -5.5975 -0.8848 0.00
F 4.5577 -2.6276 -1.3019 0.00
C 2.3979 -5.4809 -0.9638 0.02
H -2.7707 -1.9980 0.4685 0.00
H -0.0883 -1.3883 -3.1763 0.00
C 0.0944 -2.5779 2.0528 0.07
H -1.7247 1.2316 -0.9424 0.00
C 3.4286 -3.3320 -1.2023 0.04
H -1.4884 -1.9005 4.6329 0.00
H -3.7900 0.2938 -1.7041 0.00
H -0.5955 1.2243 -2.3048 0.00
C -1.1891 1.4437 1.6211 0.09
F 2.4897 -6.8025 -0.8316 0.00
H -0.5406 -0.4234 4.4940 0.00
C -2.8577 -1.8862 1.5500 0.01
H -2.9571 0.9669 2.7571 -0.01
H -2.2970 -0.3587 4.3805 0.00
N -0.7275 0.1794 1.4302 0.34
H 0.3308 -3.0367 3.0133 0.00
H -1.6268 -1.9651 -3.8297 0.00
C 2.1163 4.8322 0.0887 0.01
H 4.4648 2.5761 -0.1087 0.00
H -1.9619 -1.3653 -1.4724 -0.04
Os 0.4393 0.0712 -0.2464 2.75
C 2.0213 2.8539 -2.2058 0.01
C -1.8434 -0.5545 -2.1944 0.10
F 4.7408 -5.2844 -1.0624 0.00
C -1.4202 -0.9434 4.1118 0.00
H -3.8201 -0.8682 -3.0346 0.00
C 1.1585 -4.8652 -0.9927 -0.01
C -2.7317 3.0686 2.5391 0.06
H -3.6253 3.2975 3.1038 0.01
F -0.1596 -2.9615 -1.1761 -0.01
H -0.2211 -3.3682 1.3747 -0.01
H -3.6777 -1.1958 1.7503 0.00
H -1.0678 -0.3320 -4.1940 0.00
S 2.1915 -0.9209 -1.4019 0.09
H 2.8652 3.3934 -2.6368 0.00
H 1.1078 3.2791 -2.6228 0.00
C -1.1112 -1.0976 -3.4163 0.00
C 2.1943 -2.6816 -1.2243 0.03
H -0.2932 4.6446 0.7946 -0.01
C -1.9687 4.1124 1.9817 0.03
H 3.5541 1.1109 0.2360 0.00
C -0.4212 2.5059 1.0228 0.09
C -0.8524 3.8396 1.2413 0.02
H 3.0769 5.2114 -0.2669 0.00
Si -1.2447 -1.2807 2.2775 -0.02
C 3.5642 2.1936 0.3734 0.01
H -3.1296 -2.8584 1.9634 0.00
H 2.0908 1.8152 -2.5339 0.00
C -3.2418 -0.0654 -2.5758 0.01
H -2.2795 5.1375 2.1283 0.00
H 1.0296 -2.1617 1.6612 -0.01
C -1.0674 0.5906 -1.5445 -0.02
C 3.5414 -4.7053 -1.0765 -0.01
N 0.6515 2.1400 0.2900 0.36
C -2.3534 1.7673 2.3535 -0.02
```

E_LUMO (spin up / spin down) ... -0.113 / -1.541 eV
Frontier orbital gap (spin up / spin down) ... 7.06 / 6.31 eV
Spin multiplicity ... 5



# 3
Density functional theory data (wB97M-V/def2-TZVPD) for a molecular structure, C22H31GeN6O4PTi.

```
66
Properties=species:S:1:pos:R:3:mulliken_spin:R:1
H -1.3898 2.0052 -0.4224 0.01
Ti 0.2841 -0.5340 1.5904 1.94
N 0.0895 3.2967 0.3472 0.00
H 1.1680 5.0119 0.9821 0.00
H -2.3373 5.2552 0.2876 0.00
H -0.9802 2.8427 -2.8712 0.00
H 5.2718 -2.6350 -0.7252 0.00
N -1.0187 -0.7386 -0.1767 0.02
H 4.6135 0.9255 1.0917 0.00
C -2.4536 -0.6808 1.6997 -0.03
C 3.8058 1.0724 0.4324 -0.01
C -1.7548 5.2304 -0.6055 0.00
H 5.6231 -0.9762 -1.4013 0.00
C -1.5954 -4.2008 1.5845 0.01
C 0.1637 -6.4429 1.3600 0.00
C -2.2068 -1.6290 -1.8064 0.00
H -2.5244 -2.0060 -2.8364 0.00
H 6.0956 -1.1365 0.1489 0.00
H -4.6328 -1.4801 0.9985 0.00
H 2.0078 3.3155 -0.4163 0.00
Ge 3.4915 -0.7443 -0.0551 -0.02
H 1.6266 0.1061 -1.6385 0.00
C -3.0632 -1.5200 -0.7851 0.00
H 1.6651 -4.9971 2.0057 0.00
H 1.4174 6.1578 -0.9026 0.00
H -0.4815 4.6656 1.7887 0.00
C 0.0125 -2.9450 2.6153 0.01
H 0.7625 -7.3753 1.4500 0.00
H 2.4983 -1.1329 -2.6329 0.00
O -1.6703 0.1624 2.2047 0.01
O -3.4145 -1.1502 2.3634 0.01
H 0.0556 6.6510 -1.8407 0.00
H 2.7979 -1.6192 2.2747 0.00
H -2.1382 6.0111 -1.3116 0.00
O -4.9740 -2.2012 -1.9344 0.00
C -2.0368 -5.4339 1.2247 0.00
N -1.8235 3.8958 -1.1914 0.00
H 2.0961 -2.6911 1.0008 -0.01
H -1.5144 4.4806 -3.1213 0.00
H -0.1393 -0.9981 -2.0313 0.00
H 2.8541 1.5326 0.7936 0.01
C 2.2341 -0.8188 -1.6182 0.01
H 1.0312 2.1708 -1.1744 -0.01
C -1.1305 -6.4632 1.0646 0.01
C 1.0039 3.2022 -0.8317 0.02
H -3.0605 -5.5183 1.0329 0.00
O -5.2458 -1.5800 0.1555 0.00
C 2.3471 -1.4873 1.1572 0.00
H 1.5203 -1.5686 -1.2025 0.00
N 0.0457 -1.9275 3.2418 0.04
H 4.1767 1.6049 -0.5031 0.00
C -1.2995 3.0582 -0.1247 0.00
C -4.4843 -1.7521 -0.9058 0.00
C 0.4651 5.8381 -1.2395 0.00
N -0.9799 -1.1338 -1.4463 0.00
C -2.2039 -1.0210 0.2814 0.00
C -0.2372 -4.0940 1.9275 -0.02
H -1.8623 3.1738 0.7977 0.00
N -0.4528 5.6399 -0.1340 0.00
C 5.2533 -1.5830 -0.5225 0.00
C -1.0041 3.8715 -2.4378 0.00
C 0.6149 -5.2074 1.8159 0.01
H -2.2732 -3.3441 1.7093 -0.01
C 0.1253 4.6840 0.8398 0.00
H -1.5600 -7.4690 0.8316 0.00
P 0.7252 4.3745 -2.2530 0.00
```

E_LUMO (spin up / spin down) ... -0.883 / -0.882 eV
Frontier orbital gap (spin up / spin down) ... 6.54 / 7.58 eV
Spin multiplicity ... 3



# 4
Density functional theory data (wB97M-V/def2-TZVPD) for a gas-phase ion, C22H31N2O3 (charge +1).

```
58
Properties=species:S:1:pos:R:3:nbo_charge:R:1
H 7.2214 -3.3179 -1.1729 0.18
C 3.5634 -2.4361 0.2363 -0.23
H -2.4597 2.2833 1.6238 0.20
H 5.2842 0.9081 -0.5833 0.22
C 2.6922 1.8863 -1.4279 -0.24
H -0.5625 3.7593 0.9840 0.21
H 2.8454 4.1205 0.3463 0.21
H 7.5219 -3.0453 0.5699 0.18
O 5.5771 -3.5824 0.0706 -0.47
H -8.1530 -1.4243 0.6961 0.21
C -3.4680 -1.0895 0.3728 -0.30
C -6.8235 -2.5728 -0.5688 -0.42
H 3.1071 -3.3853 0.4632 0.24
C 2.8693 2.0423 0.9862 -0.23
H -7.2214 -2.6491 1.5585 0.20
H -6.4484 -3.5966 -0.6178 0.21
C -3.5784 0.1932 -0.1451 0.34
H 0.6419 2.3337 -2.0009 0.22
C 3.4307 -0.0725 -0.1138 0.05
C 1.4758 2.8314 -1.5044 -0.23
H -0.9498 3.0246 -0.5731 0.22
H -7.3838 -2.3688 -1.4825 0.21
H 3.6269 2.4483 -1.4496 0.22
C -4.7267 0.5721 -0.8238 -0.27
C -0.2703 2.9751 0.2798 -0.24
H 1.7530 -1.3186 0.3689 0.24
C 6.9705 -3.6440 -0.1600 -0.26
H 7.2384 -4.6919 -0.0423 0.22
H 3.9446 2.2037 1.0774 0.23
C 2.1338 3.3890 0.7434 -0.24
C -4.5162 -1.9783 0.2222 -0.19
C 2.8156 -1.2831 0.1820 -0.20
H -4.7919 1.5686 -1.2319 0.23
O 0.0106 0.5365 0.2076 -0.75
H -2.5688 -1.4037 0.8850 0.21
H -2.1542 0.5499 1.8872 0.20
C -5.6753 -1.6147 -0.4513 -0.01
H 0.0399 1.5826 1.9452 0.19
H -0.6958 0.3438 -0.4365 0.51
H -6.6542 -0.0293 -1.5035 0.22
C 5.5495 -1.1819 -0.3005 -0.30
O -2.5303 1.1100 -0.0782 -0.57
C 4.7940 -0.0249 -0.3516 -0.16
N 2.6117 1.1351 -0.1579 -0.42
H 1.6037 0.8284 -0.0733 0.50
H 2.6908 1.1814 -2.2601 0.24
H 6.6078 -1.1207 -0.4920 0.23
H -8.5888 -3.1293 0.5495 0.22
C -0.4886 1.6148 0.9878 0.05
C -5.7628 -0.3301 -0.9740 -0.18
N 1.0554 3.2737 -0.1929 -0.45
C -1.9910 1.3868 1.2016 -0.09
C 4.9443 -2.4055 -0.0050 0.34
H 1.7518 3.7030 -2.1131 0.21
C -7.7569 -2.4353 0.6363 -0.59
H 2.5200 1.5438 1.8915 0.22
H -4.4252 -2.9752 0.6278 0.22
H 1.7529 3.7776 1.6873 0.23
```

E_LUMO ... -1.963 eV
Frontier orbital gap ... 8.98 eV
Net charge ... +1



Across the entries above, relative energy (zero: lowest compared OMol25 entry of this formula, charge and spin) takes the values 0.000, 0.000, 0.249, 1.688 eV, respectively.
Across the entries above, electronic energy takes the values -1940.448201, -2533.602343, -4754.018479, -1191.899227 Ha, respectively.